A single C3H5NO2 molecule. Source: the OMol25 dataset; level of theory: the ωB97M-V functional and the def2-TZVPD basis.

Element x y z (Å)
C -1.8242 -0.3745 -0.7897
N -1.2580 0.4441 0.2762
C -0.0329 0.4762 0.5466
O 1.0097 -0.2425 -0.0923
C 2.2233 0.0446 0.4836
O 2.3662 0.8054 1.4017
H -2.3795 0.2650 -1.4901
H -2.5612 -1.0721 -0.3681
H -1.0678 -0.9401 -1.3404
H 0.4309 1.0754 1.3337
H 3.0945 -0.4804 0.0407

Cartesian forces (eV/Å) of the 6 atoms listed first:
C 0.150 -0.074 -0.063
N 0.691 -0.167 -0.071
C -0.405 0.184 0.142
O 0.250 0.074 0.144
C 0.192 0.322 0.402
O 0.386 -0.404 -0.393

Values from the calculation:
2S+1: 1
Relative energy (zero: lowest compared OMol25 entry of this formula, charge and spin), eV: 1.4971
SMILES string: C/N=C\OC=O
Molecular weight, g mol⁻¹: 87.078
Kohn-Sham gap, eV: 10.932